[1]
Computed, not measured: a cluster of 2 separate species, C4H8 in total in a non-equilibrium geometry, with wB97M-V/def2-TZVPD.

Summary:
ΔE to the lowest compared entry with this formula, charge and spin in eV: 1.511
LUMO in eV: 1.2
Structure (SMILES): C=C.C=C
E_tot in hartree: -157.1284
E_HOMO in eV: -10.05
Gap between HOMO and LUMO in eV: 11.206
Net charge: 0

Each line ends with the natural charge from an NBO analysis.
Element x y z (Å)
C 3.3712 -0.9213 0.0186  -0.390
C 2.3387 -1.4235 0.7485  -0.391
H 4.0010 -0.1037 0.3875  0.197
H 3.6414 -1.3803 -0.9393  0.194
H 2.1389 -1.0123 1.7446  0.193
H 1.6967 -2.2387 0.3957  0.197
C -3.3445 1.2440 -0.8548  -0.392
C -2.3930 1.1567 0.0782  -0.387
H -3.7101 2.1624 -1.3281  0.200
H -3.7244 0.2889 -1.2351  0.190
H -1.8878 2.0441 0.4765  0.193
H -2.1281 0.1838 0.5078  0.196

Cartesian forces (eV/Å) of the 3 atoms listed first:
-1.2 -1.0 0.8
1.4 0.8 -0.6
-0.3 -0.4 -0.1



[2]
Computed, not measured: a structure of composition C4H8AgO3 in a non-equilibrium geometry, with wB97M-V/def2-TZVPD.

Summary:
ΔE to the lowest compared entry with this formula, charge and spin in eV: 1.275
2S+1: 3
LUMO (alpha / beta) in eV: -4.3 / -7.3
⟨S²⟩: 2.011
E_tot in hartree: -529.4121
E_HOMO (alpha / beta) in eV: -13.82 / -14.29
Gap between HOMO and LUMO (alpha / beta) in eV: 9.537 / 6.982
Net charge: +1

Each line ends with the natural charge from an NBO analysis.
Element x y z (Å)
C -2.7311 -0.2566 0.7669  0.021
C -1.7464 -0.7740 -0.7040  -0.005
O -1.3492 0.3642 -1.1707  -0.550
O -2.0434 0.6645 1.3902  -0.609
H -2.9247 -1.2035 1.2980  0.212
H -3.5866 0.1446 0.1916  0.193
H -2.4554 -1.3505 -1.3192  0.238
Ag -0.6198 1.5128 0.3134  1.284
O 1.1494 0.7324 0.9010  -0.683
C 2.0444 -0.0170 0.4550  0.497
C 2.9700 0.4985 -0.5819  -0.737
H 2.4463 -0.7797 1.1499  0.176
H 2.4240 1.0559 -1.3521  0.247
H 3.5579 -0.3485 -0.9663  0.254
H 3.6664 1.2158 -0.1178  0.289
H -0.8018 -1.4588 -0.2541  0.173

Cartesian forces (eV/Å) of the 3 atoms listed first:
-1.0 -0.1 -0.8
2.4 -2.3 1.9
-0.6 0.4 -1.6



[3]
Computed, not measured: a structure of composition C4H8AlO4 in a non-equilibrium geometry, with wB97M-V/def2-TZVPD.

Summary:
LUMO in eV: 3.6
E_tot in hartree: -700.7529
E_HOMO in eV: -5.11
Gap between HOMO and LUMO in eV: 8.752
Net charge: -1

Each line ends with the natural charge from an NBO analysis.
Element x y z (Å)
O 3.0945 -0.7432 1.7824  -0.605
C 2.5889 -0.6593 0.6839  0.799
O 2.6414 -1.7595 -0.1716  -0.763
C 1.9658 0.5389 0.0806  -1.056
Al 0.1184 0.0350 -0.6207  1.646
O -1.0024 1.3762 -1.0460  -0.947
C -2.2260 0.7737 -0.6895  -0.105
C -2.1123 0.2171 0.7316  -0.072
O -0.8144 -0.3113 0.8940  -0.956
H 1.7848 -2.1878 -0.2100  0.494
H 1.8228 1.2872 0.8471  0.234
H 2.6285 0.8802 -0.7103  0.235
H 0.0770 -1.1445 -1.7131  -0.465
H -2.3733 -0.1045 -1.3382  0.135
H -3.0764 1.4347 -0.8485  0.151
H -2.2919 0.9735 1.4948  0.138
H -2.8253 -0.6063 0.8333  0.136

Cartesian forces (eV/Å) of the 3 atoms listed first:
-0.4 -0.1 -0.6
0.4 0.4 0.6
0.6 -0.2 0.2



[4]
Computed, not measured: a structure of composition C4H8As2Cl8F12Y in a non-equilibrium geometry, with wB97M-V/def2-TZVPD.

Summary:
ΔE to the lowest compared entry with this formula, charge and spin in eV: 14.876
LUMO in eV: -11.5
E_tot in hartree: -9546.4200
E_HOMO in eV: -12.55
Gap between HOMO and LUMO in eV: 1.061
Net charge: +1

Each line ends with the natural charge from an NBO analysis.
Element x y z (Å)
Y -4.1150 -0.0932 -4.4163  2.186
As -7.7225 -5.6863 -4.1318  2.793
F -6.7212 -4.2825 -3.6525  -0.664
F -6.6965 -5.7818 -5.6299  -0.607
F -8.7532 -6.9639 -4.7928  -0.598
F -8.8481 -5.4256 -2.7594  -0.591
F -8.7578 -4.4709 -5.0214  -0.588
F -6.6316 -6.7768 -3.2747  -0.595
As -0.6431 1.2393 -0.7913  2.800
F -1.2356 2.4581 0.3701  -0.601
F -1.2863 2.2325 -2.1277  -0.663
F -0.5112 0.0073 -2.0867  -0.655
F 0.1552 0.1684 0.4234  -0.594
F -2.3453 0.5204 -0.6955  -0.672
F 0.9201 2.0010 -0.9859  -0.598
C 7.2957 4.8396 -3.2514  -0.426
Cl 8.4343 4.5717 -4.5480  0.041
Cl 7.7651 3.8440 -1.8833  0.041
H 7.2526 5.9165 -3.0890  0.237
H 6.2846 4.5311 -3.5171  0.231
C 0.5122 1.5309 6.1979  -0.399
Cl -0.0515 1.7020 7.8545  0.057
Cl 2.1056 0.6989 6.2121  0.041
H -0.2149 0.9351 5.6461  0.231
H 0.5699 2.5139 5.7306  0.231
C 0.6798 -6.4731 1.8473  -0.425
Cl 0.9971 -8.0183 1.1630  0.103
Cl -0.7047 -5.7753 0.9802  0.075
H 0.5392 -6.5972 2.9210  0.241
H 1.4564 -5.7406 1.6269  0.236
C 3.9269 6.3718 3.0606  -0.432
Cl 4.5586 5.9592 4.6134  0.059
Cl 4.7896 7.7630 2.4633  0.039
H 4.0979 5.5888 2.3219  0.235
H 2.8976 6.6919 3.2224  0.233

Cartesian forces (eV/Å) of the 3 atoms listed first:
0.6 -0.2 1.2
-1.2 0.2 -1.4
-0.2 -0.5 0.1



[5]
Computed, not measured: the ion C4H8BN4O with charge +1 in a non-equilibrium geometry, with wB97M-V/def2-TZVPD.

Summary:
LUMO in eV: -5.0
Structure (SMILES): C=Cc1nn[nH][n+]1B(C)O
E_tot in hartree: -476.0581
E_HOMO in eV: -14.15
Gap between HOMO and LUMO in eV: 9.170
Net charge: +1

Each line ends with the natural charge from an NBO analysis.
Element x y z (Å)
C 2.9569 -0.5555 -0.8908  -0.203
C 1.9455 -0.7100 -0.0231  -0.326
C 1.1359 0.4030 0.4183  0.404
N 1.5744 1.6079 0.8788  -0.207
N 0.5282 2.3137 1.1639  0.100
N -0.5335 1.6252 0.9129  -0.121
N -0.1992 0.4081 0.4232  -0.381
B -1.2523 -0.6092 -0.0030  1.133
C -2.5428 -0.0375 -0.6771  -1.032
O -1.0808 -1.9239 0.2168  -0.869
H 3.5684 0.3381 -0.8795  0.228
H 3.1808 -1.3371 -1.6005  0.232
H 1.7260 -1.6847 0.3939  0.252
H -1.4871 1.9297 1.0586  0.458
H -2.9138 -0.6931 -1.4563  0.292
H -2.2941 0.9173 -1.1494  0.236
H -3.3029 0.1938 0.0713  0.273
H -1.0096 -2.1857 1.1421  0.530

Cartesian forces (eV/Å) of the 3 atoms listed first:
-0.2 0.3 0.5
0.4 -0.5 -0.1
0.8 0.7 1.1



[6]
Computed, not measured: a structure of composition C4H8Br2HgO4 in a non-equilibrium geometry, with wB97M-V/def2-TZVPD.

Summary:
ΔE to the lowest compared entry with this formula, charge and spin in eV: 1.132
LUMO in eV: 5.1
E_tot in hartree: -5759.7049
E_HOMO in eV: -2.02
Gap between HOMO and LUMO in eV: 7.143
Net charge: -2

Each line ends with the natural charge from an NBO analysis.
Element x y z (Å)
Hg 1.4568 0.7103 -0.6504  1.423
C -2.3250 0.8272 1.9758  -0.609
C -1.8346 0.0268 0.8393  0.063
C -2.9032 -0.6277 0.1098  -0.603
O -0.8818 0.8216 0.1169  -0.955
H -1.5604 1.3208 2.5757  0.205
H -3.0201 0.3681 2.6788  0.167
H -2.8294 1.7235 1.6150  0.189
H -1.3117 -0.8349 1.2544  0.120
H -3.5671 -1.1970 0.7604  0.175
H -2.6407 -1.3366 -0.6754  0.219
H -3.5526 0.0857 -0.3975  0.179
O 4.5517 -1.6389 -1.2058  -0.746
C 4.7746 -0.3285 -1.0774  0.946
O 5.8209 0.1429 -0.7713  -0.741
O 3.7607 0.3702 -1.2409  -0.891
H 3.6858 -1.5804 -1.6162  0.508
Br 1.3311 2.9101 -2.2977  -0.797
Br 1.0451 -1.7632 -1.9935  -0.850

Cartesian forces (eV/Å) of the 3 atoms listed first:
-1.1 -0.3 -1.3
-0.9 2.0 1.3
4.2 0.0 0.3



[7]
Computed, not measured: a structure of composition C4H8Br2O2S2 in a non-equilibrium geometry, with wB97M-V/def2-TZVPD.

Summary:
ΔE to the lowest compared entry with this formula, charge and spin in eV: 2.196
LUMO (alpha / beta) in eV: -0.4 / -1.6
E_tot in hartree: -6251.9378
E_HOMO (alpha / beta) in eV: -8.63 / -8.64
Gap between HOMO and LUMO (alpha / beta) in eV: 8.201 / 7.015
Net charge: 0

Each line ends with the natural charge from an NBO analysis.
Element x y z (Å)
C -2.4992 -0.6369 -0.8334  -0.751
C 1.6802 1.4508 0.1571  -0.866
C 0.3328 -1.2857 2.4771  -0.476
C 0.1961 -0.6896 -1.0723  -0.645
O 1.0075 1.4392 -2.4211  -0.922
O -0.7769 1.7590 -0.7653  -0.958
S -1.1885 -1.3043 -1.8973  0.396
S 0.4520 1.1110 -1.1394  2.121
Br 1.5023 -0.2497 3.4251  0.099
Br 1.8148 -1.4767 -1.6161  0.126
H -2.4839 -1.1811 0.1073  0.222
H -3.4392 -0.7963 -1.3486  0.234
H -2.3159 0.4216 -0.6726  0.275
H 2.3515 2.2062 -0.2286  0.257
H 1.1380 1.8165 1.0198  0.254
H 2.2267 0.5463 0.3952  0.249
H -0.6486 -1.4389 2.8756  0.193
H 0.6503 -1.6914 1.5375  0.193

Cartesian forces (eV/Å) of the 3 atoms listed first:
0.2 0.0 0.0
-0.6 -0.3 -0.5
-0.2 -0.1 -0.2



[8]
Computed, not measured: a cluster of 2 separate species, C4H8Br2Si in total in a non-equilibrium geometry, with wB97M-V/def2-TZVPD.

Summary:
ΔE to the lowest compared entry with this formula, charge and spin in eV: 2.112
2S+1: 3
LUMO (alpha / beta) in eV: 0.0 / -1.9
⟨S²⟩: 2.008
E_tot in hartree: -5594.5191
E_HOMO (alpha / beta) in eV: -8.03 / -9.26
Gap between HOMO and LUMO (alpha / beta) in eV: 8.071 / 7.360
Net charge: 0

Each line ends with the natural charge from an NBO analysis.
Element x y z (Å)
C -0.2044 1.0188 -1.3002  -0.459
C -2.2124 0.0704 -1.6007  -0.397
C -0.3751 -0.4962 1.7664  -1.138
C 2.2818 0.2653 0.0707  -1.143
Si 0.4512 -0.2107 0.0910  1.501
Br -3.7941 0.8517 -1.2620  0.149
Br -0.0772 -2.3696 -0.8091  -0.392
H -0.2752 2.0672 -0.8272  0.159
H -2.2111 -0.7401 -2.4206  0.199
H -1.4387 -0.6663 1.5924  0.263
H -0.1197 -1.4277 2.1889  0.262
H -0.0421 0.2714 2.5421  0.246
H 2.7116 0.8379 0.8727  0.251
H 2.9167 -0.5168 -0.1693  0.253
H 2.3886 1.0445 -0.7353  0.246

Cartesian forces (eV/Å) of the 3 atoms listed first:
-3.6 -1.3 2.9
3.6 -0.5 -1.5
0.3 2.0 0.0



[9]
Computed, not measured: a cluster of 2 separate species, C4H8BrF in total in a non-equilibrium geometry, with wB97M-V/def2-TZVPD.

Summary:
ΔE to the lowest compared entry with this formula, charge and spin in eV: 4.930
LUMO (alpha / beta) in eV: -0.6 / 0.7
E_tot in hartree: -2830.9024
E_HOMO (alpha / beta) in eV: -7.11 / -9.09
Gap between HOMO and LUMO (alpha / beta) in eV: 6.487 / 9.827
Net charge: 0

Each line ends with the natural charge from an NBO analysis.
Element x y z (Å)
C 0.2485 -0.1892 -1.4841  -0.680
C 0.6975 -0.3963 1.0140  -0.686
C 0.7374 0.4260 -0.2678  -0.100
C -2.7904 1.1850 0.6179  0.109
F -3.1086 1.8283 -0.5812  -0.352
Br -2.8480 -0.6784 0.4396  0.069
H 0.6375 0.2417 -2.3206  0.210
H 0.4907 -1.2168 -1.5972  0.210
H -0.8401 0.1822 -1.5321  0.223
H -0.1155 -1.2386 1.0186  0.219
H 0.7050 0.3693 1.7548  0.223
H 1.6057 -1.0745 1.0634  0.212
H 1.1091 1.3542 -0.4055  0.170
H -3.3651 1.6127 1.4805  0.173

Cartesian forces (eV/Å) of the 3 atoms listed first:
-2.4 0.8 0.9
0.5 -1.4 -2.0
-0.9 -4.0 1.1